Record 1
ORCA calculation (wB97M-V/def2-TZVPD) on one molecule with the formula C3H7PS at a distorted geometry.

Results
- SMILES: C=CC[PH2]=S
- Electronic energy: -857.989091 hartree
- Relative energy (zero: lowest compared OMol25 entry of this formula, charge and spin): 20.7 kcal per mole
- LUMO energy: 0.028 Eh

```
! wB97M-V def2-TZVPD RIJCOSX def2/J DEFGRID3
* xyz 0 1
C 0.733 1.490 -0.385
C 1.136 0.463 0.400
C 0.255 -0.732 0.623
P -1.305 -0.798 -0.303
S -2.758 0.370 0.328
H -0.350 1.672 -0.722
H 1.426 2.299 -0.674
H 2.211 0.353 0.675
H 0.118 -0.873 1.758
H 0.682 -1.609 0.161
H -1.195 -2.163 -0.344
H -0.954 -0.471 -1.517
*
```

***

Record 2
ORCA calculation (wB97M-V/def2-TZVPD) on one molecule with the formula C3H7PS at a distorted geometry.

Results
- SMILES: [H]/P=C(/C)SC
- Electronic energy: -857.926155 hartree
- Relative energy (zero: lowest compared OMol25 entry of this formula, charge and spin): 60.2 kcal per mole
- LUMO energy: -0.006 Eh

```
! wB97M-V def2-TZVPD RIJCOSX def2/J DEFGRID3
* xyz 0 1
H -1.043 2.233 0.369
P -2.031 1.267 0.170
C -0.948 -0.031 0.346
C -1.110 -1.415 0.037
S 1.148 -0.095 1.191
C 1.803 0.729 -0.310
H -0.354 -1.681 -0.690
H -1.033 -2.074 0.896
H -2.065 -1.586 -0.393
H 1.520 1.828 -0.046
H 1.228 0.443 -1.149
H 2.884 0.383 -0.422
*
```

***

Record 3
ORCA calculation (wB97M-V/def2-TZVPD) on one molecule with the formula C3H7PS2 at a distorted geometry.

Results
- Electronic energy: -1256.071856 hartree
- Relative energy (zero: lowest compared OMol25 entry of this formula, charge and spin): 80.5 kcal per mole
- LUMO energy (spin up / spin down): -0.065 / -0.065 Eh

```
! wB97M-V def2-TZVPD RIJCOSX def2/J DEFGRID3
* xyz 0 1
C -0.087 0.867 1.280
C 0.780 -1.867 -0.405
C -1.322 1.355 0.616
P 1.051 -0.205 0.420
S 1.895 1.005 -1.013
S -1.913 0.604 -0.950
H 0.189 -2.461 0.324
H 1.751 -2.341 -0.673
H 0.065 -1.725 -1.177
H -1.119 2.427 0.592
H -2.303 1.343 1.253
H 2.098 -0.208 1.359
H -1.084 1.206 -1.623
*
```

***

Record 4
ORCA calculation (wB97M-V/def2-TZVPD) on a 2-piece molecular cluster, C3H8 overall at a distorted geometry.

Results
- SMILES: C=C.C
- Electronic energy: -119.052349 hartree
- Relative energy (zero: lowest compared OMol25 entry of this formula, charge and spin): 27.1 kcal per mole
- LUMO energy: 0.049 Eh

```
! wB97M-V def2-TZVPD RIJCOSX def2/J DEFGRID3
* xyz 0 1
C -3.601 -0.921 2.195
C -3.825 -0.338 3.363
H -2.690 -0.860 1.613
H -4.437 -1.264 1.592
H -3.051 0.037 4.020
H -4.802 -0.489 3.808
C 4.478 0.772 -3.312
H 4.818 -0.213 -2.998
H 3.406 0.766 -3.483
H 5.008 0.990 -4.242
H 4.697 1.520 -2.556
*
```

***

Record 5
ORCA calculation (wB97M-V/def2-TZVPD) on a 2-piece molecular cluster, C3H8BNO overall at a distorted geometry.

Results
- Electronic energy: -273.774136 hartree
- Relative energy (zero: lowest compared OMol25 entry of this formula, charge and spin): 146.1 kcal per mole
- LUMO energy (spin up / spin down): -0.015 / -0.053 Eh

```
! wB97M-V def2-TZVPD RIJCOSX def2/J DEFGRID3
* xyz 0 1
B -1.601 -2.535 -1.228
C 0.886 2.482 1.073
C 0.446 1.277 1.079
C 0.457 0.490 -0.223
N 0.746 -0.862 -0.607
O -1.273 -1.527 -0.472
H -1.090 -2.989 -2.232
H -2.628 -3.036 -0.863
H 0.916 3.100 1.914
H 1.065 2.956 0.172
H 0.171 0.831 1.989
H 1.305 0.985 -0.936
H -0.530 0.735 -0.891
H 0.938 -1.532 0.108
*
```

***

Record 6
ORCA calculation (wB97M-V/def2-TZVPD) on a 2-piece molecular cluster, C3H8BNO overall at a distorted geometry.

Results
- Electronic energy: -273.859241 hartree
- Relative energy (zero: lowest compared OMol25 entry of this formula, charge and spin): 92.7 kcal per mole
- LUMO energy: 0.005 Eh

```
! wB97M-V def2-TZVPD RIJCOSX def2/J DEFGRID3
* xyz 0 1
B -1.372 -0.392 0.296
C 0.178 -0.249 0.567
C 0.978 0.444 -0.131
C 2.439 0.230 0.022
N -2.270 -1.359 -0.126
O -2.741 1.632 0.075
H 0.531 -1.067 1.199
H 0.684 1.227 -0.826
H 2.652 -0.746 0.410
H 3.005 1.058 0.470
H 3.000 0.216 -0.992
H -1.796 -2.086 -0.597
H -3.250 -1.239 -0.225
H -2.037 2.331 -0.144
*
```

***

Record 7
ORCA calculation (wB97M-V/def2-TZVPD) on a 3-piece molecular cluster, C3H8Br2N2 overall at a distorted geometry.

Results
- SMILES: C/N=C/Br.C=N.Br
- Electronic energy: -5376.547208 hartree
- Relative energy (zero: lowest compared OMol25 entry of this formula, charge and spin): 11.5 kcal per mole
- LUMO energy: 0.022 Eh

```
! wB97M-V def2-TZVPD RIJCOSX def2/J DEFGRID3
* xyz 0 1
C -0.347 -2.007 3.141
N -0.509 -0.691 2.734
C 0.185 0.251 2.320
Br -0.549 2.028 2.347
H -0.194 -1.985 4.202
H -1.114 -2.621 2.855
H 0.588 -2.594 2.712
H 1.186 0.180 1.808
C -0.491 -0.225 -1.621
N -1.568 -0.541 -1.040
H 0.231 0.095 -0.954
H -0.421 -0.048 -2.718
H -2.466 -0.680 -1.577
Br 1.962 3.462 -2.934
H 0.679 3.992 -3.310
*
```

***

Record 8
ORCA calculation (wB97M-V/def2-TZVPD) on one molecule with the formula C3H8BrN3O2 at a distorted geometry.

Results
- SMILES: NCC(Br)(CN)[N+](=O)[O-]
- Electronic energy: -3007.718668 hartree
- Relative energy (zero: lowest compared OMol25 entry of this formula, charge and spin): 0.0 kcal per mole
- LUMO energy: 0.010 Eh

```
! wB97M-V def2-TZVPD RIJCOSX def2/J DEFGRID3
* xyz 0 1
N 1.764 0.621 0.281
C 1.320 -0.667 0.454
C -0.186 -0.855 0.065
Br -0.382 -2.645 -0.584
C -0.721 0.174 -1.060
N -0.743 1.535 -0.517
N -1.190 -0.714 1.177
O -2.141 -1.501 1.326
O -1.198 0.280 1.903
H 1.622 1.013 -0.699
H 1.299 1.207 0.985
H 1.654 -1.005 1.400
H 1.888 -1.385 -0.182
H 0.004 -0.074 -1.766
H -1.787 -0.037 -1.392
H 0.158 1.890 -0.306
H -1.359 2.163 -1.085
*
```